1.
10 unconnected molecules or ions with the total composition C36H108N9O13P. Source: the OMol25 dataset; level of theory: ωB97M-V/def2-TZVPD.

Cartesian coordinates (Å):
P 3.53101 11.95209 0.92354
O 7.58787 10.24606 -3.92921
O 0.98466 14.91257 -3.13508
O 3.43734 13.09651 -0.16718
O 3.08488 6.20102 0.83530
O 4.21239 17.09570 -2.81430
O 2.07351 11.44340 1.11388
O 4.16357 12.61165 2.15096
O -0.47713 12.28558 -1.42144
O 3.62888 12.13196 5.55606
O 1.96546 8.94729 4.42736
O 4.46937 10.77405 0.43666
O 7.59189 12.23740 3.50807
O 6.03154 9.78123 5.92027
N 2.11252 8.91177 -0.11657
N 4.43918 15.56580 -0.65683
N 0.54786 13.68443 0.82883
N 2.19208 12.64892 -2.57533
N 1.84380 11.70265 3.77985
N 4.19198 14.46447 3.98686
N 6.67205 13.30656 0.90118
N 5.60187 10.29129 2.92590
N 5.49079 10.39878 -2.08585
C 3.39432 17.55921 -1.73832
C 1.49631 14.24948 -4.28144
C 6.40729 9.41213 7.22760
C 8.54323 12.94399 2.70357
C 3.46937 4.78764 0.86965
C -1.23995 12.34270 -0.22473
C -1.41764 14.91835 -0.09000
C 0.68298 9.46551 4.16286
C 8.09227 12.11284 4.83914
C 6.37247 8.89316 4.88383
C 4.40747 18.10383 -3.80296
C 9.08152 13.64565 0.37487
C 0.62563 10.94862 4.37010
C 1.88407 6.34443 0.14715
C 2.96391 11.30316 6.52580
C 5.56415 15.45125 5.93079
C -0.16720 7.97121 -0.01252
C 7.06231 9.05751 -3.39531
C 4.20671 13.25672 6.15645
C 1.25596 7.73809 0.45085
C 5.55876 7.79745 2.67646
C -0.75815 11.24156 -2.28324
C 5.90613 8.06925 -1.37100
C -0.70539 11.57722 3.97254
C 8.10011 12.84493 1.25704
C 3.17864 16.45128 -0.71488
C 2.83268 16.89023 0.71204
C 5.02627 14.16395 5.22206
C 5.48686 8.97200 3.68553
C -0.96220 13.60478 0.53939
C 0.22770 16.12124 -3.39651
C 2.74726 13.40773 -3.79631
C 8.62686 10.06532 -4.92073
C 3.26987 12.49061 -4.91353
C 6.53970 9.30189 -1.99492
C 2.01904 7.52522 4.31677
H -1.01494 11.51361 0.45255
H 3.24189 13.11886 -5.80321
H 8.78800 13.76087 -0.67007
H 4.75695 10.35783 -2.79165
H -1.44452 13.56657 1.51721
H 3.91877 4.57139 -0.09652
H 1.90302 9.22487 -1.05881
H 2.05380 6.17034 -0.92110
H 9.17209 11.97186 4.84012
H 1.85069 17.34040 0.55224
H 2.05754 11.84274 6.80784
H 6.61085 7.27871 -1.11661
H 4.65460 7.80038 2.06842
H 3.50938 14.12157 -3.48818
H 4.88573 16.28904 5.75551
H -0.70346 15.90596 -3.92128
H -1.24611 15.83857 0.46682
H 1.15282 5.61864 0.51423
H -1.76283 10.83308 -2.16387
H 1.42051 7.95916 1.50586
H 0.79007 16.84645 -3.98435
H 2.67857 11.56005 4.35036
H 8.44285 9.12972 -5.45079
H 2.20539 7.08359 5.30159
H 4.70090 15.07851 3.35367
H 8.46637 14.00218 2.97127
H 9.50256 12.45509 2.86643
H 2.97045 7.25323 3.85663
H 5.52231 6.85482 3.22691
H 8.66503 10.86272 -5.65747
H 3.52377 13.97395 6.62666
H 2.70444 10.35524 6.05713
H 0.87591 12.72826 1.09054
H 5.95652 11.28851 -2.24728
H -0.60549 8.93891 0.24544
H 5.92978 8.44436 7.41294
H 3.56215 11.07756 7.40637
H 7.24870 9.78146 -1.31899
H -1.60062 11.24265 4.49755
H -0.89497 15.00165 -1.04622
H 7.88209 13.03713 5.38957
H 2.18790 11.63762 -2.66972
H 5.91401 12.98583 1.52533
H -0.68280 12.65387 4.16523
H 4.96657 10.45724 -1.18309
H 6.52084 10.74231 2.98426
H 7.93877 11.80972 0.94765
H 1.29682 13.06149 -2.30917
H -0.03625 16.52979 -2.42251
H 5.01405 16.04890 0.02955
H 3.30818 14.97778 4.03942
H 2.46870 15.71591 -1.09704
H 0.77013 11.12368 5.43779
H 4.32327 12.30847 -4.69382
H 5.35270 10.31633 1.92474
H 4.27524 4.78831 1.60637
H -1.00197 11.45898 2.92718
H 2.73254 4.14506 1.34833
H 1.09358 13.81409 -0.02356
H 7.78872 8.24059 -3.33504
H 5.20993 7.70980 -2.13490
H 6.57598 15.69559 5.61748
H 1.11513 7.03410 3.96054
H 5.91843 13.80101 4.71116
H 9.31546 14.68029 0.63968
H 4.48919 8.98508 4.13152
H 9.55178 9.98445 -4.35060
H 6.33429 8.69429 -4.12938
H 4.97396 10.97832 3.33875
H 4.98510 15.39248 -1.49967
H -2.48729 14.81253 -0.27079
H 4.86655 12.87355 6.93951
H -0.87871 7.30089 0.47143
H 2.40172 17.90335 -2.02529
H 10.03494 13.12693 0.47964
H 5.29440 8.14266 -0.46923
H -0.11286 8.92766 4.68446
H 4.18214 14.60533 -0.31548
H 3.50796 18.23951 -4.41229
H 3.09471 8.63995 -0.04387
H 6.00346 10.11242 7.95322
H 6.35042 7.90531 5.35259
H 4.00016 18.36369 -1.31239
H 2.73194 16.03902 1.38574
H -2.30564 12.36725 -0.46304
H 3.52790 17.66428 1.03643
H 6.70377 14.31741 1.03474
H 7.49982 11.38060 5.38622
H 3.91857 13.65357 3.37168
H 0.81105 13.66108 -4.89479
H 4.84406 19.04206 -3.46303
H 2.70261 11.56473 -4.98367
H 2.78895 12.71514 -1.70856
H 7.40489 9.11129 4.58019
H 6.49705 7.68825 2.13223
H 1.94204 11.52563 2.73959
H -0.27316 7.89134 -1.09508
H 5.52950 15.34610 7.01556
H 5.01979 17.82066 -4.66373
H 0.85418 14.40313 1.47510
H -0.03185 10.42625 -2.39992
H 0.48211 9.21073 3.11157
H 2.13140 9.76066 0.47916
H -0.72368 11.60098 -3.31810
H 7.48980 9.29833 7.31008
H 6.35739 13.10789 -0.04326
H 1.55890 12.67657 3.71882
H 1.93689 14.98781 -4.95645

Forces on atoms 1 to 2 (eV/Å):
0.6 0.1 -2.6
-0.4 0.8 0.5

Values from the calculation:
- frontier orbital gap (eV) = 7.9
- LUMO energy (eV) = -13.771
- spin multiplicity = 1
- highest occupied orbital energy (eV) = -21.646
- ΔE to the lowest compared entry with this formula, charge and spin (kcal/mol) = 50.85
- calculated total energy (Eh) = -3246.33620
- total charge = +6

=====

2.
A molecular structure, C36H19BrF8N3O2RhSbSe. Source: the OMol25 dataset; level of theory: ωB97M-V/def2-TZVPD.

Cartesian coordinates (Å):
Sb 0.03834 0.72300 0.99932
Rh 0.34146 -1.64020 -0.03994
Br -3.10695 0.26821 -7.96939
Se 1.57291 -5.15448 -1.07290
F 4.41826 -0.90222 -3.45772
F -5.80610 2.36859 2.31217
F 6.23797 -1.26072 -1.47426
F 1.78291 -0.83841 -2.88031
F 5.40725 -1.49556 1.10516
F 2.07506 5.87400 -1.80272
F 2.72825 -1.43742 1.66764
F 2.72049 1.51705 6.55672
O -1.02245 0.58987 -1.48723
O -0.77193 -1.62004 -1.87196
N 0.40457 -6.20571 -0.29265
N -0.80074 -3.14391 1.14452
N 0.96059 -3.68613 -0.22354
C 2.58906 2.07915 4.28614
C -2.96894 0.89702 -5.19982
C 2.19081 1.29218 5.35141
C 1.27280 0.26673 5.20556
C 1.54384 2.38330 -1.11288
C -1.08704 -0.41707 -2.21424
C 1.64214 4.75977 -1.20432
C -0.08524 -4.08321 0.49307
C -2.14115 -4.93159 1.99609
C 3.16888 -1.27718 0.39968
C 4.52283 -1.32530 0.12947
C -2.64834 2.11819 0.60304
C -1.96367 1.27381 1.47101
C 4.94631 -1.20856 -1.18686
C 0.70741 0.05145 3.95948
C -2.58435 0.79577 2.61986
C 2.66385 -1.00799 -1.88678
C 0.83506 4.87501 -0.08587
C -0.37917 -5.48926 0.49207
C -1.58289 -0.25015 -3.61106
C 0.37987 3.71783 0.52389
C 2.00723 3.53390 -1.73010
C -2.50610 0.74659 -3.90461
C 1.05141 0.87194 2.89128
C -1.11852 -1.09685 -4.61279
C 2.01745 1.85902 3.04244
C -1.56389 -0.93946 -5.91418
C -3.95075 2.49434 0.88629
C -3.88564 1.17164 2.91493
C -1.44553 -5.90282 1.32199
C 2.21230 -1.11554 -0.58340
C -4.54688 2.01198 2.03859
C 4.01462 -1.03614 -2.20016
C 0.73415 2.47319 0.01210
C -2.48559 0.05816 -6.19337
C -1.81719 -3.56459 1.87445
H -0.25751 3.79050 1.39771
H -0.40114 -1.86807 -4.36860
H 3.33355 2.84984 4.43380
H -2.96879 -5.21614 2.63065
H 0.57093 5.85518 0.28675
H -1.21185 -1.59282 -6.69978
H 1.01698 -0.34546 6.05997
H -2.86596 1.38970 -3.11307
H -3.70635 1.65123 -5.43586
H -4.38969 0.82681 3.80779
H 2.64317 3.49433 -2.60397
H -4.50991 3.14740 0.23001
H 2.32740 2.45779 2.19522
H 0.01616 -0.77301 3.82614
H -2.05447 0.14500 3.30544
H 1.79457 1.41602 -1.52887
H -1.69255 -6.95208 1.41469
H -2.39914 -2.79934 2.37069
H -2.16443 2.48196 -0.29400

Forces on atoms 1 to 2 (eV/Å):
-0.5 0.4 -0.9
1.0 1.2 0.1

Values from the calculation:
- frontier orbital gap (eV) = 5.7
- LUMO energy (eV) = -5.347
- spin multiplicity = 1
- highest occupied orbital energy (eV) = -11.066
- ΔE to the lowest compared entry with this formula, charge and spin (kcal/mol) = 43.05
- calculated total energy (Eh) = -7822.85060
- total charge = +1

=====

3.
A molecular structure, C36H22BrCl5N4O4Re. Source: the OMol25 dataset; level of theory: ωB97M-V/def2-TZVPD.

Cartesian coordinates (Å):
Re 1.09897 0.53040 -0.18957
Br -2.19283 0.63428 3.34985
Cl 2.65484 3.65338 -4.83238
Cl 3.36110 3.36487 -1.87049
Cl 2.54282 -1.68105 -4.48245
Cl 2.39253 1.10807 -6.58157
Cl -0.45707 -1.63813 -2.98356
O 1.73131 -1.15783 2.81088
O 2.83325 0.26597 0.75857
O -2.97362 -1.32503 0.92285
O 0.14907 -0.19614 1.54648
N 1.25218 2.18084 1.18690
N 1.43779 -1.47027 -1.00595
N -0.73442 1.55513 -0.47212
N 0.59086 -2.35655 -1.62233
C -2.55662 2.47684 -1.90372
C -5.18301 -0.73118 -1.35294
C -3.70969 -2.64217 -1.99248
C -1.71275 -1.17330 3.69882
C 4.87524 -2.56917 -0.22635
C -4.96032 -2.03494 -1.56280
C -0.49911 -1.71463 3.29145
C -2.73901 3.48775 -1.06183
C 0.41556 0.07848 -3.96502
C 2.34641 2.13443 -2.61881
C 2.60411 -2.05726 -0.90213
C 2.33499 2.13391 -4.08559
C -1.14315 -3.80883 4.32127
C -1.29624 4.73992 2.18013
C -2.74503 -0.71772 -0.03547
C 2.17661 1.04909 -4.87015
C -0.15623 3.94509 2.24001
C 0.56563 -0.99182 2.49983
C 3.76498 -1.70745 -0.14951
C -0.22503 -3.03606 3.63230
C 1.64780 -0.21585 -4.35348
C -2.63115 -1.92752 4.41077
C 1.84762 1.31580 -1.68823
C -1.78140 1.26097 -1.47245
C 6.07010 -1.18674 1.31475
C -0.93619 2.63843 0.34056
C -2.01119 3.54126 0.19707
C -2.35138 -3.25117 4.71146
C 6.01836 -2.31829 0.48925
C -2.89974 0.25958 -1.03561
C -2.18011 4.56074 1.12725
C -4.16490 0.27504 -1.57604
C 5.00034 -0.32775 1.40826
C 0.02411 2.94566 1.30980
C -2.41829 -2.47267 -1.79002
C 3.83311 -0.57128 0.66987
H -3.55852 -1.47338 4.73115
H -3.07552 -3.83844 5.26124
H 1.52433 1.70091 2.04455
H -3.01475 5.24087 1.00104
H -0.27090 -2.79035 -3.56901
H -3.36100 4.33377 -1.32946
H 5.03050 0.54525 2.04576
H 6.86417 -2.98796 0.42233
H 0.60327 4.12101 2.99295
H -5.79837 -2.71313 -1.44301
H -1.27709 0.78846 -2.31935
H -4.38515 1.07817 -2.27066
H -3.01134 2.45634 -2.88517
H 0.73419 -3.44077 3.33788
H 2.66901 -2.99012 -1.45637
H 2.02676 2.78340 0.91682
H 4.81036 -3.44494 -0.86171
H -3.83890 -3.52963 -2.63083
H -1.45484 5.52388 2.90667
H -0.91366 -4.83892 4.55984
H -6.17830 -0.39648 -1.07969
H 6.96457 -0.98305 1.88970

Forces on atoms 1 to 2 (eV/Å):
0.0 0.0 0.3
0.1 0.1 0.1

Values from the calculation:
- frontier orbital gap (alpha / beta) (eV) = 5.8 / 5.9
- LUMO energy (alpha / beta) (eV) = -0.941 / -1.588
- spin multiplicity = 4
- highest occupied orbital energy (alpha / beta) (eV) = -6.776 / -7.495
- ΔE to the lowest compared entry with this formula, charge and spin (kcal/mol) = 425.17
- calculated total energy (Eh) = -6857.70691

=====

4.
A molecular structure, C36H22F4N12O3ReS2. Source: the OMol25 dataset; level of theory: ωB97M-V/def2-TZVPD.

Cartesian coordinates (Å):
Re 0.63036 0.00668 -0.15061
S 0.42197 -0.02288 2.21570
S 2.91990 0.04784 0.37426
F -6.05894 2.36705 -1.68656
F -3.98576 -1.29477 0.49378
F -8.42240 1.46848 -0.97686
F -6.34261 -2.21746 1.21918
O 1.28294 -0.10472 -1.88386
O 2.45546 -0.07252 -5.46576
O 2.39164 0.03383 -2.48126
N 1.40718 -4.20383 -0.22789
N -11.00062 0.27411 0.03753
N 1.43294 4.19802 -0.47839
N -3.03252 3.16804 -2.28612
N 0.35142 0.56954 -5.47080
N -9.14483 -2.99501 1.98480
N 0.39126 -0.82962 -5.42760
N -1.36013 0.12468 -0.48989
N 0.69139 -4.00452 -1.36252
N 0.54248 -2.14384 -0.26701
N 0.55716 2.14623 -0.36459
N 0.62305 3.95916 -1.54213
C -7.35832 0.79770 -0.60877
C -6.28968 -1.10415 0.52569
C -3.43462 2.25281 -1.71778
C 1.63271 -1.14764 -5.39176
C -5.09231 -0.63025 0.15274
C 1.30363 -3.23812 -4.23523
C 1.28425 -3.07593 0.41338
C 3.74080 3.97249 -4.76130
C -8.74495 -0.86807 0.57057
C 1.36172 3.09758 0.21415
C 3.34491 2.76176 -5.31870
C -6.14782 1.25733 -0.97121
C 0.17870 -2.79036 -1.37834
C -4.93583 0.57848 -0.60627
C 1.15930 3.08566 -4.39204
C 2.04652 2.31268 -5.12504
C 0.80034 -4.93330 -2.52174
C 1.96261 -0.03540 2.85882
C 2.08589 -0.03439 4.35364
C -2.46414 0.42776 -0.62784
C 3.10492 -0.03666 2.01868
C 2.17322 -2.45190 -4.97408
C 1.75604 -4.33837 -3.53004
C 0.10703 2.75131 -1.47032
C 3.94116 -3.99093 -4.46037
C 1.57465 4.24651 -3.76348
C 1.57301 0.95834 -5.45736
C 2.87344 4.69926 -3.95418
C 3.50071 -2.83587 -5.09799
C 4.50920 -0.06078 2.57178
C -8.92918 -2.05908 1.35487
C -9.97750 -0.20438 0.24727
C -3.69513 1.05059 -0.96603
C 0.63351 4.84159 -2.74080
C -7.52664 -0.41629 0.17881
C 3.08529 -4.72432 -3.64644
H -0.55492 2.32645 -2.20729
H 4.52185 -0.05603 3.65753
H 3.45662 -5.58430 -3.10177
H 5.07304 0.80277 2.21791
H 0.92254 5.82783 -2.39206
H 4.04755 2.16639 -5.88790
H 0.14624 2.71784 -4.27304
H 1.73478 -2.89244 1.37551
H 4.97223 -4.30061 -4.56743
H 5.03526 -0.95224 2.22828
H -0.19882 -5.02973 -2.94251
H 2.65291 0.83813 4.68604
H 1.11230 -0.02177 4.83576
H 2.62982 -0.92091 4.68766
H -0.39469 -2.37726 -2.19154
H 1.88536 2.95031 1.14513
H -0.38921 4.87174 -3.11319
H 4.74776 4.33272 -4.92405
H 3.21402 5.60649 -3.46941
H 0.26731 -2.92540 -4.17952
H 1.11447 -5.89025 -2.11744
H 4.19085 -2.23145 -5.67283

Forces on atoms 1 to 2 (eV/Å):
1.5 0.8 1.3
-0.4 -0.4 -0.6

Values from the calculation:
- frontier orbital gap (alpha / beta) (eV) = 4.7 / 4.8
- LUMO energy (alpha / beta) (eV) = -8.425 / -8.292
- spin multiplicity = 2
- highest occupied orbital energy (alpha / beta) (eV) = -13.106 / -13.105
- ΔE to the lowest compared entry with this formula, charge and spin (kcal/mol) = 5.29
- calculated total energy (Eh) = -3541.21222
- total charge = +2

=====

5.
A molecular structure, C36H23BF2I3LaN5O. Source: the OMol25 dataset; level of theory: ωB97M-V/def2-TZVPD.

Cartesian coordinates (Å):
La 0.31051 -0.13522 -0.11224
I -2.11703 0.81631 -2.29267
I 4.59133 0.94646 -3.47269
I 7.30743 -3.80474 -1.19545
F 2.80015 -0.10877 2.60947
F 0.93847 -1.26804 3.01865
O 2.29095 -0.14078 -1.48411
N 2.20262 -2.25733 0.13064
N -1.51546 -2.12362 0.24322
N -1.61526 -3.18610 -0.43869
N -0.00810 -2.16788 -1.91561
N -1.70083 0.30664 1.58886
C 4.49558 -0.65827 -2.18196
C -0.47873 -4.15968 -3.77657
C -3.71681 3.30572 2.42323
C 5.61412 -1.51734 -2.08054
C -3.52129 -1.93574 3.86488
C -3.42383 -3.19014 3.19076
C 5.61431 -2.60916 -1.26306
C 4.45552 -2.90422 -0.48016
C -2.06818 1.57046 2.10775
C 0.64069 -2.17375 -3.08581
C 3.18686 -4.20889 1.09022
C 1.44848 4.38395 0.06319
C -1.75339 2.85616 -2.20139
C -1.15978 -4.15538 -2.57615
C -0.65584 3.31056 -1.41234
C -1.09800 2.41790 2.63356
C -1.29995 5.57872 -2.12397
C -3.38140 2.02926 1.99903
C 3.34446 -0.87153 -1.44203
C 3.34961 -2.04413 -0.57813
C -2.97827 -0.80127 3.36639
C 4.33908 -4.01376 0.38997
C 0.63650 5.22834 -0.63135
C 1.20622 2.98601 0.02808
C -2.74541 4.14822 2.95140
C -2.57307 3.69141 -2.90270
C 0.17345 2.40788 -0.67460
C -0.89677 -3.12807 -1.67170
C -2.75085 -3.22983 2.01255
C -1.43640 3.69840 3.04888
C 0.43957 -3.15107 -4.04321
C -2.24622 -0.77713 2.10863
C -2.15223 -2.06677 1.46271
C 2.13295 -3.28747 0.93306
C -0.44481 4.71321 -1.39457
C -2.33664 5.08578 -2.85682
B 1.54364 -0.37357 2.16289
H 3.07192 -5.04204 1.77003
H 1.88683 2.35978 0.61198
H 0.79934 6.30091 -0.61653
H -3.05616 0.12623 3.91608
H 1.21649 -3.40276 1.50304
H -4.12790 1.37818 1.55942
H -2.63789 -4.15913 1.47163
H 6.48961 -1.29275 -2.67569
H -3.00534 5.15108 3.26659
H -2.98635 5.75556 -3.40707
H -0.66248 4.34898 3.43796
H -1.88439 -4.91089 -2.30909
H 5.17422 -4.69445 0.49026
H -3.85637 -4.08178 3.62340
H 1.33826 -1.35647 -3.22512
H -4.74025 3.64760 2.32356
H -1.11261 6.64648 -2.08393
H -0.07555 2.06529 2.69253
H -4.03092 -1.88945 4.82165
H -3.39677 3.30382 -3.48699
H 0.99789 -3.11684 -4.96821
H -0.66676 -4.94617 -4.49700
H 2.27725 4.77706 0.64196

Forces on atoms 1 to 2 (eV/Å):
-0.5 0.2 -0.9
-0.3 -0.4 -0.1

Values from the calculation:
- frontier orbital gap (eV) = 5.9
- LUMO energy (eV) = 1.445
- spin multiplicity = 1
- highest occupied orbital energy (eV) = -4.457
- ΔE to the lowest compared entry with this formula, charge and spin (kcal/mol) = 69.70
- calculated total energy (Eh) = -2884.18671
- total charge = -1